[1]
Computed, not measured: a structure of composition C23H48AsBr3F9N6O8, with ωB97M-V/def2-TZVPD.

As for the net charge: 0. The expectation value of S² is 0.755. The spin multiplicity is 2.

The geometry in XYZ format:
```
98
Properties=species:S:1:pos:R:3:forces:R:3
As -26.7346 15.5441 -21.7007 1.8 -0.9 0.7
F -25.8039 15.1329 -20.2259 -0.5 0.2 -0.3
F -28.1450 14.6286 -21.0356 1.0 1.3 -0.8
F -27.3891 16.0142 -23.2222 -0.5 -0.6 0.4
F -25.1919 16.3400 -22.2495 -1.3 -0.7 0.4
F -26.1872 13.9522 -22.3297 -0.4 1.3 0.0
F -27.2583 17.0260 -20.9559 0.1 -0.7 -0.1
C -22.4560 13.1931 -18.8770 0.9 -0.3 2.0
C -21.7829 14.0111 -19.9482 -3.4 1.6 1.4
O -20.5752 13.9459 -20.1987 1.3 -0.7 -0.6
N -22.6050 14.9219 -20.4070 1.5 -0.9 0.2
C -22.2685 15.7263 -21.5290 -1.5 2.0 -1.0
H -23.3233 12.6429 -19.2420 0.5 -0.3 -0.1
H -22.8256 13.8802 -18.1159 -0.5 0.8 -0.5
H -21.7419 12.7354 -18.1924 0.0 -1.1 -0.8
H -23.4868 15.0247 -19.9255 -0.4 -0.1 -0.2
H -23.0173 16.5182 -21.5475 -0.1 0.0 0.0
H -22.5091 15.1617 -22.4298 0.9 0.1 -0.2
H -21.3544 16.3155 -21.4547 0.4 -0.8 -0.1
C -30.6398 14.0368 -24.0512 -1.1 -0.2 0.0
C -30.1388 12.5684 -24.1540 0.0 1.6 0.5
O -30.8572 11.5849 -24.2972 1.2 0.8 0.1
N -28.7668 12.5912 -24.0512 -1.2 0.8 0.3
C -27.9863 11.4361 -23.9995 0.5 -1.6 -0.5
H -30.4387 14.5216 -23.0959 0.9 -0.2 0.0
H -31.7243 14.1453 -24.0688 -0.1 -0.6 -0.4
H -30.2681 14.6359 -24.8824 0.3 0.0 0.1
H -28.2358 13.4161 -23.8108 -0.8 0.4 -0.1
H -27.0565 11.6489 -23.4720 -0.1 -0.2 0.0
H -27.7909 11.1343 -25.0285 0.5 -0.5 0.0
H -28.5418 10.6294 -23.5213 0.2 -0.1 0.1
C -22.5502 18.4081 -15.4750 -1.3 0.3 0.4
C -23.2184 17.7958 -16.7037 0.3 1.9 1.1
O -22.8508 16.8175 -17.2646 1.5 -3.4 -1.1
N -24.2949 18.4190 -17.1506 -2.9 2.0 -0.7
C -25.2837 17.8859 -18.1300 2.7 -0.2 -0.4
H -22.2399 19.4426 -15.6225 0.8 -0.3 -0.4
H -21.8659 17.7346 -14.9591 0.3 0.3 -0.5
H -23.3593 18.6043 -14.7716 -0.2 -0.4 0.3
H -24.5582 19.3480 -16.8545 0.4 -0.3 0.5
H -25.3881 16.8215 -17.9195 -1.3 0.2 0.4
H -24.8027 17.7988 -19.1042 0.1 0.4 -0.3
H -26.0727 18.6280 -18.2519 -0.4 -0.8 0.4
C -26.7772 11.3276 -16.4107 -0.1 0.0 0.3
C -26.4253 12.5681 -17.2128 1.3 0.2 -1.5
O -25.2621 12.9886 -17.3294 -0.1 -0.6 1.0
N -27.3401 13.1647 -17.9854 -1.1 0.5 -1.2
C -28.7379 12.8012 -18.1995 0.9 -1.6 1.4
H -26.3766 11.4073 -15.4001 0.0 0.2 -0.1
H -26.3048 10.4468 -16.8456 0.2 0.2 -0.2
H -27.8353 11.0720 -16.3538 0.0 0.4 0.0
H -27.0283 13.8976 -18.6065 0.6 0.0 0.2
H -29.1824 13.0692 -17.2410 -1.3 0.3 -0.7
H -28.7598 11.7121 -18.2386 -0.3 -0.2 -0.1
H -29.1659 13.1072 -19.1541 0.2 0.7 0.5
C -23.8609 19.1651 -23.3485 0.3 0.6 0.3
C -22.3910 19.4876 -23.5751 -0.4 0.4 -0.4
O -21.4717 19.2108 -22.8590 1.1 -1.3 1.9
N -22.1340 20.2520 -24.6422 0.2 1.4 -2.2
C -20.8221 20.6895 -25.1574 0.4 -0.5 -0.7
H -24.0403 19.2531 -22.2769 0.0 -0.3 0.0
H -24.1950 18.1861 -23.6922 0.2 0.1 0.0
H -24.4425 19.9651 -23.8065 -0.2 -0.3 -0.2
H -22.9146 20.4797 -25.2414 0.2 0.0 0.1
H -20.9263 20.9953 -26.1984 -0.5 0.2 0.0
H -20.0597 19.9175 -25.2622 -0.4 -0.6 0.5
H -20.2586 21.4956 -24.6874 -0.8 0.2 0.7
C -21.1181 10.4508 -25.4875 -0.4 -0.4 -0.8
C -21.8397 11.3302 -24.5000 -0.1 -0.3 0.6
O -21.5139 12.4677 -24.2972 1.0 1.7 0.3
N -22.9399 10.8289 -23.9220 -2.3 -1.7 1.0
C -23.9444 11.4475 -22.9842 1.5 0.4 -1.4
H -21.5363 10.8640 -26.4053 0.4 -0.1 -0.5
H -21.3500 9.3860 -25.5083 -0.4 0.0 0.4
H -20.0294 10.4943 -25.5185 -0.2 0.7 0.3
H -23.2752 9.9315 -24.2417 0.5 0.0 0.0
H -23.6993 12.5084 -22.9335 -0.2 0.0 0.1
H -23.8962 11.0011 -21.9910 0.0 -0.1 -0.1
H -24.9284 11.3255 -23.4371 0.1 0.0 0.2
C -31.2932 18.6730 -23.6643 0.4 1.5 -0.2
C -29.9752 17.9455 -23.4610 -0.4 -1.5 0.2
O -29.0758 18.5420 -22.4514 0.1 2.2 -0.7
C -28.3735 19.6819 -22.9277 -1.8 -3.4 -1.3
O -28.2925 19.8639 -24.1183 0.4 0.8 1.5
C -27.7441 20.6551 -21.8708 0.1 -2.9 -1.1
F -28.2674 21.8057 -22.1714 -0.1 1.5 0.7
F -27.9922 20.2771 -20.5953 0.6 0.8 -1.1
F -26.4078 20.6677 -22.1436 -0.9 0.3 1.0
H -32.1161 18.1475 -24.1489 0.6 -0.6 -0.5
H -31.0347 19.5581 -24.2457 -0.6 0.3 -0.1
H -31.8034 18.9895 -22.7546 0.6 0.1 0.4
H -29.4309 17.6953 -24.3716 0.1 0.9 -0.1
H -30.2770 16.9353 -23.1844 0.7 0.0 1.2
C -30.0370 16.8379 -18.3732 -0.4 1.3 0.2
Br -31.1636 15.2788 -18.4665 0.2 0.7 -0.3
Br -29.6699 17.1957 -16.4410 -0.1 0.0 -1.4
Br -30.8019 18.4810 -19.3424 0.3 -1.4 1.0
H -29.1019 16.7517 -18.9266 -0.1 -0.5 0.4
```
Positions in Å, forces in eV/Å.

[2]
Computed, not measured: a cluster of 2 separate species, C5H15N2O in total, with ωB97M-V/def2-TZVPD.

As for the net charge: +1. The calculation puts the energy above the lowest of the compared OMol25 structures with the same formula, charge and spin at 1.846 eV.

The geometry in XYZ format:
```
23
Properties=species:S:1:pos:R:3:forces:R:3
O 1.2551 0.2485 4.3901 0.0 0.0 0.0
C 0.9104 1.0023 3.5242 0.0 -0.2 -0.1
C 1.7359 1.2886 2.2912 0.0 0.0 0.0
C 1.1976 0.4782 1.1004 -0.3 0.4 -0.1
H -0.0868 1.4847 3.5581 0.0 0.1 0.0
H 2.7763 1.0337 2.4811 0.0 0.0 0.1
H 1.6658 2.3555 2.0721 0.1 0.0 -0.1
H 0.8644 -0.5225 1.3844 0.1 0.0 0.1
H 1.9674 0.3831 0.3439 0.3 0.0 -0.2
H 0.3642 1.0299 0.6482 -0.1 -0.2 0.0
C -1.9453 -0.7130 -2.3196 -0.1 0.3 0.1
N -2.7535 -0.2583 -3.4353 -0.3 0.0 0.0
C -0.4840 -0.6502 -2.7601 -0.2 -0.1 0.1
N 0.4113 -1.0965 -1.6267 0.1 0.4 -0.1
H -2.2327 -1.7137 -1.9862 0.1 -0.1 0.0
H -2.0642 -0.0455 -1.4581 0.0 -0.1 0.0
H -3.4017 -0.9654 -3.7556 0.1 -0.1 -0.1
H -3.3175 0.5476 -3.2018 0.1 0.1 0.0
H -0.2341 0.3840 -2.9803 0.2 0.0 -0.1
H -0.2947 -1.2780 -3.6229 0.1 -0.1 -0.1
H 1.4014 -1.1178 -1.8786 -0.1 -0.1 -0.2
H 0.3473 -0.4087 -0.8661 -0.1 -0.3 0.2
H 0.1439 -2.0204 -1.2858 0.0 0.0 0.1
```
Positions in Å, forces in eV/Å.

Number 1: energy -345373.915 eV. Number 2: energy -10448.714 eV.